{"formula": "C27H24IrN9O3SSe", "method": "ωB97M-V/def2-TZVPD", "symbols": ["Ir", "C", "N", "C", "C", "N", "C", "C", "C", "C", "C", "C", "N", "C", "N", "C", "C", "C", "C", "C", "C", "N", "H", "H", "H", "H", "H", "H", "H", "H", "H", "H", "H", "H", "H", "H", "H", "N", "C", "C", "C", "C", "C", "C", "S", "O", "O", "O", "H", "H", "H", "H", "H", "H", "Se", "N", "C", "C", "C", "C", "N", "C", "N", "H", "H", "H"], "xyz": [[-0.31943, 0.80051, -0.56207], [1.10254, 3.15006, 0.44929], [-0.11632, 2.87435, -0.36660], [-1.41208, 3.47365, 0.05128], [-2.48684, 2.60717, -0.54283], [-2.25123, 1.31471, -0.84542], [-3.46547, 0.78318, -1.30940], [-3.81541, -0.49858, -1.72546], [-5.12803, -0.68924, -2.10961], [-6.06861, 0.35268, -2.08548], [-5.73257, 1.62437, -1.66549], [-4.41302, 1.80598, -1.27693], [-3.74383, 2.93604, -0.79034], [2.09669, 2.10556, 0.02920], [1.67067, 0.92060, -0.46123], [2.82021, 0.17961, -0.77543], [2.97890, -1.08974, -1.32545], [4.27580, -1.52136, -1.52342], [5.38132, -0.72011, -1.19848], [5.23042, 0.54314, -0.65941], [3.92521, 0.96583, -0.45714], [3.41383, 2.16831, 0.04542], [0.85650, 3.03721, 1.50753], [1.47907, 4.16121, 0.28730], [0.07893, 3.21154, -1.31077], [-1.50069, 4.51251, -0.27028], [-1.47264, 3.45819, 1.14181], [-3.10315, -1.31105, -1.75333], [-5.44451, -1.66911, -2.43977], [-7.08330, 0.15195, -2.40028], [-6.45867, 2.42535, -1.63993], [-4.15744, 3.84919, -0.65335], [2.13439, -1.70387, -1.60481], [4.44902, -2.49953, -1.95046], [6.37664, -1.10169, -1.38035], [6.08210, 1.16624, -0.42074], [3.96730, 2.94804, 0.37613], [-1.04504, 0.35736, 1.65429], [-0.11042, -0.37536, 2.47774], [0.10084, -0.06931, 3.77475], [1.01313, -0.83142, 4.55641], [1.61131, -1.90292, 3.89566], [1.43842, -2.31905, 2.63840], [0.55159, -1.49497, 1.73712], [4.02302, -0.42314, 2.87912], [4.35569, -1.38580, 1.89194], [3.06883, 0.58806, 2.54069], [4.62942, -0.42042, 4.15241], [-1.84635, -0.24111, 1.44445], [-1.40746, 1.15640, 2.16770], [-0.42959, 0.75552, 4.23979], [1.23152, -0.57222, 5.58238], [1.97807, -3.15156, 2.20245], [1.18945, -1.07476, 0.94720], [-0.96308, -4.01470, 1.66173], [-1.32093, -4.53399, 0.01900], [-1.07947, -3.54785, -0.85696], [-1.20198, -3.68013, -2.24337], [-0.91773, -2.57763, -3.04047], [-0.57827, -1.38022, -2.45963], [-0.47035, -1.21018, -1.10303], [-0.63883, -2.28779, -0.32457], [-0.45395, -2.31406, 1.02334], [-1.49744, -4.63295, -2.66156], [-0.98009, -2.63900, -4.11758], [-0.39664, -0.49970, -3.06312]], "multiplicity": 6, "total_charge": 3, "e_lumo_ev": [-8.27, -11.61], "total_energy_ev": -126932.6463, "s2": 8.814}